Record 1
Formula: C35H35Cl3CuGeN8O2PS
Source: OMol25
Level of theory: wB97M-V/def2-TZVPD

Positions of all 87 atoms, in Å:
Cu -0.2994 1.1223 -0.9956
C 4.7875 0.7168 0.0893
N 3.5050 1.4348 0.0476
C 2.5791 1.3923 -0.9002
N 1.4504 1.9232 -0.4447
C 1.7733 2.2884 0.8349
N 3.0067 2.0052 1.1694
C 4.6035 -0.6119 0.7956
C 5.2408 -0.8720 1.9977
C 4.9970 -2.0631 2.6748
C 4.0952 -2.9824 2.1713
C 3.4473 -2.7212 0.9636
C 3.7172 -1.5481 0.2727
C 2.4571 -3.6777 0.4637
N 2.0626 -4.7684 1.0185
N 1.0782 -5.3012 0.1908
C 0.9584 -4.4950 -0.8025
O 1.7987 -3.4307 -0.7011
C 0.0187 -4.5856 -1.9227
C -0.8070 -5.7037 -2.0280
C -1.7360 -5.7696 -3.0515
C -1.8619 -4.7229 -3.9576
C -1.0358 -3.6120 -3.8633
C -1.1754 -2.4877 -4.8690
N -0.8827 -1.1828 -4.2601
C -1.3087 -0.7178 -3.0909
N -0.7019 0.4296 -2.8217
C 0.1009 0.6193 -3.9165
N 0.0226 -0.3386 -4.8040
C -0.0833 -3.5545 -2.8501
H 5.4972 1.3454 0.6173
H 5.1180 0.5848 -0.9382
H 2.7391 0.9837 -1.8874
H 1.0709 2.7551 1.5128
H 5.9272 -0.1434 2.4147
H 5.5048 -2.2633 3.6098
H 3.8825 -3.9068 2.6951
H 3.2169 -1.3644 -0.6729
H -0.7078 -6.5047 -1.3053
H -2.3787 -6.6367 -3.1406
H -2.6083 -4.7776 -4.7440
H -2.1787 -2.4700 -5.2878
H -0.4697 -2.5944 -5.6878
H -2.0330 -1.2250 -2.4704
H 0.7468 1.4760 -4.0438
H 0.5911 -2.7080 -2.7711
Cl -3.8140 3.8260 -3.6936
Ge -3.7476 3.3278 -1.6379
Cl -3.7297 1.2272 -1.3870
Cl -5.3531 4.1518 -0.5566
C -2.4134 6.1701 -0.9054
P -1.8285 4.4669 -0.9512
C -0.5663 4.3328 -2.2265
C -1.1747 4.0101 0.6398
C -1.7871 3.0352 1.4234
C -1.2718 2.7530 2.6803
C -0.1619 3.4453 3.1451
C 0.4517 4.4163 2.3564
C -0.0483 4.7011 1.0978
H -1.5708 6.8307 -0.6947
H -3.1565 6.2713 -0.1146
H -2.8612 6.4461 -1.8626
H 0.0921 5.1995 -2.1663
H -1.0422 4.3150 -3.2068
H 0.0063 3.4189 -2.0661
H -2.6475 2.4874 1.0559
H -1.7403 1.9961 3.2975
H 0.2348 3.2267 4.1293
H 1.3163 4.9523 2.7263
H 0.4354 5.4549 0.4850
C -0.9056 -2.0861 0.7327
S -1.9717 -0.6769 1.0741
O -1.1085 0.5475 0.7756
C -2.0388 -0.7882 2.8380
C -0.9423 -0.4145 3.6047
C -1.0149 -0.5685 4.9785
C -2.1651 -1.0923 5.5647
C -3.2558 -1.4490 4.7848
C -3.2006 -1.2912 3.4052
H -0.1481 -2.1726 1.5125
H -0.4409 -1.9041 -0.2402
H -1.5207 -2.9882 0.6949
H -0.0563 -0.0025 3.1331
H -0.1702 -0.2883 5.5948
H -2.2087 -1.2204 6.6388
H -4.1505 -1.8454 5.2464
H -4.0496 -1.5575 2.7831

Cartesian forces (eV/Å) of the 3 atoms listed first:
-0.097 -0.172 -0.213
-0.186 -0.104 0.128
0.375 -0.116 0.050

## Properties
Multiplicity: 1
HOMO (eV): -12.9202
LUMO (eV): -5.32
DFT total energy (Ha): -7780.431566
Net charge: +2

***

Record 2
Formula: C15H30AuO10P2
Source: OMol25
Level of theory: wB97M-V/def2-TZVPD

Positions of all 58 atoms, in Å:
Au -2.7817 -0.2626 -0.9747
O -5.3636 -0.6729 -3.4873
C -5.1263 0.4378 -3.1753
O -4.8781 1.5606 -3.1477
C -6.0997 -1.8202 0.3009
O -7.0525 -1.4064 -0.1465
O -5.1775 -2.1845 0.8674
C -0.2451 -0.3388 4.4728
C -0.8147 -0.2138 3.0343
C -0.9557 1.2168 2.6716
O 0.1384 -0.8675 2.1453
P -0.2748 -1.5124 0.7998
O -1.7178 -1.4292 0.5098
C 0.8024 -0.6923 -0.4375
P 0.3449 0.9233 -1.0396
O -1.0207 1.0340 -1.5939
O 0.7736 1.7132 0.2062
C 0.9472 3.1429 0.5846
C -0.3077 3.9521 0.3252
C 2.1510 3.6819 -0.1491
O 1.4666 1.3479 -2.0652
C 1.5122 1.0824 -3.5039
C 2.8566 0.3628 -3.7519
C 1.3001 2.4190 -4.2451
O 0.0104 -3.0480 0.7603
C 1.0791 -3.9885 0.9495
C 1.6652 -3.8676 2.3521
C 0.3969 -5.3703 0.7101
H -1.0445 -0.1860 5.2335
H 0.5218 0.4415 4.7001
H 0.2231 -1.3329 4.5845
H -1.7643 -0.7732 2.9494
H 0.0432 1.6531 2.6120
H -1.5840 1.7562 3.4030
H -1.4394 1.2893 1.6616
H 0.9347 -1.4627 -1.1867
H 1.8118 -0.6890 0.0175
H 1.1403 3.1660 1.6423
H -0.3055 4.0097 -0.7507
H -0.2404 4.9782 0.6762
H -1.2274 3.4262 0.7244
H 2.0467 3.7534 -1.2443
H 3.0323 3.1176 0.0529
H 2.4110 4.6620 0.3221
H 0.6906 0.4324 -3.7618
H 3.6271 0.5828 -3.0063
H 3.2103 0.7238 -4.6595
H 2.6209 -0.6977 -3.8669
H 2.0342 3.2020 -3.9890
H 0.2815 2.7258 -4.0480
H 1.4585 2.0714 -5.3142
H 1.8531 -3.6618 0.2512
H 0.9481 -4.0846 3.1353
H 2.1707 -2.8340 2.5473
H 2.5099 -4.5377 2.3735
H -0.3746 -5.5019 1.4792
H 1.0542 -6.1806 0.6519
H -0.2726 -5.2487 -0.1628

Cartesian forces (eV/Å) of the 3 atoms listed first:
0.161 0.156 0.013
0.237 1.180 1.401
-0.483 -2.153 -2.492

## Properties
Multiplicity: 3
HOMO (spin up / spin down) (eV): -11.1824 / -13.9661
LUMO (spin up / spin down) (eV): -2.11 / -6.32
DFT total energy (Ha): -2160.237885
Net charge: +1

***

Record 3
Formula: C3H11N7
Source: OMol25
Level of theory: wB97M-V/def2-TZVPD

Positions of all 21 atoms, in Å:
N -3.1542 -0.6714 -0.6161
N -2.4708 -0.1929 0.4641
C -1.3738 0.4224 0.3269
C -0.6329 1.4639 0.4115
C 0.9073 1.4465 0.0746
N 1.4199 2.6498 -0.2816
N 1.7578 0.4589 0.1000
N 1.4623 -0.9058 0.2846
N 0.0528 -1.3330 0.1868
N 2.2855 -1.6130 -0.5677
H -3.0408 -0.1063 -1.4244
H -4.0677 -1.0122 -0.7269
H -2.7707 -0.6878 1.2521
H -1.0029 2.5032 0.5708
H 0.8500 3.4864 -0.1520
H 2.4324 2.6440 -0.2558
H 1.6142 -1.1329 1.2431
H -0.0230 -2.0636 0.9373
H -0.0347 -1.9162 -0.7458
H 3.0682 -0.9418 -0.7944
H 2.7210 -2.4981 -0.2870

Cartesian forces (eV/Å) of the 3 atoms listed first:
1.815 0.161 -2.477
-0.979 0.190 -1.745
-1.561 -0.049 1.284

## Properties
Multiplicity: 1
HOMO (eV): -17.5068
LUMO (eV): -8.24
DFT total energy (Ha): -503.348980
Net charge: +2

***

Record 4
Formula: C6H13N2
Source: OMol25
Level of theory: wB97M-V/def2-TZVPD

Positions of all 21 atoms, in Å:
C -2.0022 -0.2330 -1.2558
C -1.3609 -0.0140 -0.1187
C -1.8439 0.5440 1.1967
C 0.0249 -0.6719 -0.0734
N 0.1734 -1.9534 0.2137
N 1.0430 0.1426 -0.2432
C 1.0078 1.6030 -0.3300
C 2.3766 -0.4377 0.0422
H -2.9088 0.2833 -1.4839
H -1.7257 -0.9389 -1.9814
H -1.2475 0.0866 1.9821
H -2.9314 0.1854 1.2204
H -1.7735 1.7047 1.2531
H -0.6262 -2.3536 0.7208
H 0.9455 -2.4455 -0.2296
H 1.1749 1.9821 0.6174
H 1.7358 1.9635 -0.9417
H 0.0025 2.0709 -0.7674
H 2.3949 -1.3419 -0.5503
H 3.1389 0.3108 -0.4181
H 2.4019 -0.4870 1.1473

Cartesian forces (eV/Å) of the 3 atoms listed first:
-0.724 0.900 0.873
1.466 -1.655 0.136
-1.435 1.476 -1.000

## Properties
Multiplicity: 1
HOMO (eV): -13.9217
LUMO (eV): -3.05
DFT total energy (Ha): -345.632806
Net charge: +1

***

Q: What is the multiplicity in the second record?
A: 3